# 1
Below is the molecule C2 at a distorted geometry, with properties calculated with the ωB97M-V functional and the def2-TZVPD basis.

XYZ file:
```
2
Properties=species:S:1:pos:R:3:forces:R:3
C 0.0000 0.0000 -0.6369 0.00 0.00 1.83
C 0.0000 0.0000 0.6369 0.00 0.00 -1.83
```
Forces are in eV/Å.

Summary:
HOMO in eV: -11.5
Energy relative to the best compared isomer or geometry (same formula, charge and spin) in kcal/mol: 0.6
Molecular weight in g/mol: 24.02
Lowest unoccupied orbital energy in eV: -4.74


# 2
Below is the molecule C5H7NO at a distorted geometry, with properties calculated with the ωB97M-V functional and the def2-TZVPD basis.

XYZ file:
```
14
Properties=species:S:1:pos:R:3:forces:R:3
H 1.5780 0.5787 0.3885 1.58 -1.18 0.66
H 0.4076 1.4493 2.4221 -0.17 0.02 -0.25
C -0.8065 -0.2590 -1.3178 -0.12 -0.35 -0.16
H 1.6873 -2.3423 -0.9815 -0.08 0.21 -0.07
C 0.7621 -0.1138 0.2621 -0.26 0.70 -0.48
N 1.1064 -1.8094 -1.6170 0.04 0.11 0.00
C 0.3880 -0.7949 -0.9659 -0.23 0.34 -0.13
H -0.8671 2.4513 1.6573 -0.04 -0.02 0.03
H 0.5133 -2.4471 -2.1363 0.12 0.23 0.07
O -1.2534 0.6328 -0.3589 -0.44 -0.29 0.16
C -0.3057 0.6673 0.5794 -0.21 0.12 0.08
H -1.2616 0.8936 2.4251 0.02 0.21 0.00
C -0.5154 1.4341 1.8315 -0.14 0.13 -0.02
H -1.4330 -0.3405 -2.1887 -0.08 -0.23 0.10
```
Forces are in eV/Å.

Summary:
HOMO in eV: -7.9
Energy relative to the best compared isomer or geometry (same formula, charge and spin) in kcal/mol: 42.2
Molecular weight in g/mol: 97.12
Lowest unoccupied orbital energy in eV: 1.06


> Among the records above, which one has the highest energy relative to the best compared isomer or geometry (same formula, charge and spin)?

C5H7NO